20
Properties=species:S:1:pos:R:3 method="wB97M-V/def2-TZVPD" smiles="C[C@H]1N=CO[C@@H]1c1cccs1" spin_multiplicity=1 total_charge=0 orbital_gap_ev=9.334 relative_energy_kcal_mol=51.8 total_energy_ev=-22812.999 homo_ev=-8.55 lumo_energy_ev=0.78
S -2.11968 1.12977 0.40202
O 0.98803 -1.35927 1.09430
N 2.40628 -0.52897 -0.45013
C -1.61295 -1.32634 -0.43452
C -2.91772 -0.98899 -0.80170
C 1.50077 0.56565 -0.30223
C 2.01730 1.85990 0.17466
C 0.43266 -0.14480 0.76406
C 2.15355 -1.46138 0.35360
C -1.04348 -0.25133 0.27682
C -3.31653 0.23353 -0.36581
H -1.24045 -2.33215 -0.50470
H 1.26614 2.67681 0.04584
H 2.77166 2.30126 -0.33339
H 1.13556 0.76262 -1.30739
H 2.15476 1.76351 1.21476
H -3.59573 -1.69412 -1.29154
H -4.28020 0.60800 -0.77487
H 0.47539 0.42265 1.64192
H 2.82466 -2.23637 0.59832